{"formula": "C19H44HoNO2P2", "method": "ωB97M-V with the def2-TZVPD basis set", "spin_multiplicity": 5, "charge": 2, "homo_ev": [-15.099, -15.090], "gap_ev": [9.1, 9.3], "symbols": ["Ho", "P", "P", "N", "C", "H", "H", "C", "H", "H", "C", "H", "H", "C", "H", "H", "C", "C", "H", "H", "H", "C", "C", "H", "H", "H", "C", "C", "H", "H", "H", "C", "C", "H", "H", "H", "C", "O", "C", "H", "H", "H", "C", "H", "H", "H", "C", "H", "H", "H", "C", "H", "H", "H", "H", "H", "H", "H", "H", "H", "C", "C", "O", "H", "H", "H", "H", "H", "H"], "xyz": [[-1.285, -0.119, 0.181], [0.002, -2.511, -0.335], [-0.064, 2.450, -0.078], [0.071, 0.085, -1.996], [0.070, -2.426, -2.164], [0.793, -3.190, -2.490], [-0.920, -2.736, -2.559], [0.519, -1.087, -2.780], [1.600, -1.035, -2.920], [0.018, -0.945, -3.741], [0.513, 1.340, -2.649], [0.021, 1.293, -3.625], [1.596, 1.318, -2.783], [0.038, 2.600, -1.900], [-0.952, 2.935, -2.274], [0.753, 3.405, -2.140], [1.446, 3.345, 0.520], [1.780, 2.970, 1.973], [2.720, 3.462, 2.268], [1.938, 1.888, 2.095], [1.005, 3.304, 2.679], [-1.584, 3.431, 0.432], [-1.689, 3.603, 1.955], [-2.682, 4.018, 2.186], [-0.939, 4.302, 2.353], [-1.617, 2.656, 2.518], [-1.562, -3.480, 0.039], [-1.703, -3.784, 1.537], [-2.693, -4.234, 1.705], [-1.658, -2.887, 2.177], [-0.942, -4.497, 1.890], [1.495, -3.466, 0.144], [1.856, -3.242, 1.619], [2.782, -3.792, 1.848], [1.074, -3.606, 2.301], [2.044, -2.182, 1.839], [1.269, -0.015, -0.204], [2.387, 0.028, -0.525], [-1.784, 4.752, -0.312], [-1.062, 5.517, -0.006], [-1.735, 4.636, -1.400], [-2.786, 5.133, -0.071], [-1.762, -4.726, -0.824], [-2.774, -5.109, -0.635], [-1.690, -4.513, -1.896], [-1.053, -5.521, -0.572], [1.449, -4.955, -0.209], [2.450, -5.379, -0.042], [0.753, -5.511, 0.434], [1.195, -5.133, -1.261], [1.440, 4.867, 0.319], [0.750, 5.374, 1.008], [2.446, 5.257, 0.534], [1.201, 5.156, -0.712], [2.242, 2.925, -0.121], [2.282, -2.992, -0.470], [-2.401, 2.751, 0.117], [-2.359, -2.756, -0.236], [-0.894, 0.093, -2.316], [-3.030, -0.011, -0.667], [0.477, 0.129, 4.593], [-0.429, -0.614, 3.644], [-0.670, 0.296, 2.409], [1.423, 0.408, 4.114], [0.679, -0.552, 5.422], [-0.024, 1.027, 4.968], [-0.003, -1.527, 3.228], [-1.430, -0.847, 4.016], [-0.463, 1.221, 2.679]], "atomic_forces_ev_per_a": [[2.31, 0.47, 1.02], [-0.87, -0.88, 0.26], [-0.70, 0.98, 0.37], [-1.50, -0.02, -1.01], [0.00, -0.30, -0.67], [-0.38, 0.07, -0.04], [0.53, 0.29, 0.18], [-0.07, -0.29, -0.05], [-0.09, -0.02, 0.09], [0.52, -0.47, -0.32], [-0.19, 0.25, -0.01], [0.52, 0.48, -0.25], [-0.09, -0.02, 0.10], [-0.04, 0.39, -0.64], [0.52, -0.31, 0.17], [-0.39, -0.12, 0.04], [0.33, -0.41, 0.15], [0.21, 0.04, 0.15], [-0.32, -0.14, -0.06], [-0.09, 0.20, -0.06], [0.23, -0.08, -0.21], [0.22, -0.24, -0.40], [-0.13, 0.15, 0.12], [0.31, -0.10, -0.01], [-0.24, -0.22, -0.18], [-0.06, 0.34, -0.22], [0.43, 0.10, -0.32], [-0.18, -0.13, 0.10], [0.33, 0.08, 0.01], [0.09, -0.17, -0.20], [-0.29, 0.25, -0.15], [0.37, 0.27, 0.20], [0.16, -0.04, 0.16], [-0.30, 0.16, -0.02], [0.24, 0.05, -0.22], [-0.06, -0.17, -0.06], [3.69, 0.05, 0.93], [-3.01, -0.10, 0.53], [-0.30, 0.28, 0.12], [-0.23, -0.24, -0.11], [0.00, 0.07, 0.24], [0.23, -0.04, -0.11], [-0.39, -0.25, 0.08], [0.22, 0.00, -0.13], [-0.01, -0.11, 0.23], [-0.25, 0.25, -0.09], [0.18, -0.18, -0.01], [-0.26, 0.12, -0.05], [0.20, 0.20, -0.19], [-0.01, -0.01, 0.24], [0.11, 0.13, 0.02], [0.19, -0.20, -0.22], [-0.27, -0.19, -0.06], [-0.02, -0.03, 0.25], [-0.17, 0.07, 0.15], [-0.15, -0.10, 0.15], [0.10, 0.20, 0.06], [0.07, -0.17, 0.00], [-0.81, 0.07, 0.29], [-0.19, 0.03, -0.26], [-0.25, -0.35, -0.15], [-0.36, 0.88, -1.26], [0.06, -0.28, 0.98], [-0.20, -0.16, 0.12], [0.11, 0.26, 0.12], [0.11, -0.14, 0.11], [0.19, 0.17, 0.02], [0.25, 0.22, 0.20], [-0.11, -0.92, -0.21]]}